Record 1
Computed, not measured: a single C3H3ClF2 molecule, with the ωB97M-V functional and the def2-TZVPD basis.

Last column: natural (NBO) charge in e.
Geometry (Å):
C1 2.247 -0.602 0.080  -0.33
C2 1.144 -0.392 -0.619  -0.29
C3 -0.042 0.315 -0.042  0.66
F1 -0.396 1.355 -0.822  -0.32
F2 0.194 0.796 1.188  -0.32
Cl1 -1.459 -0.775 0.065  -0.05
H1 3.129 -1.111 -0.356  0.21
H2 2.354 -0.281 1.108  0.21
H3 1.036 -0.719 -1.672  0.23

Results
- SMILES string = C=CC(F)(F)Cl
- relative energy (zero: lowest compared OMol25 entry of this formula, charge and spin) (kcal/mol) = 0.39
- lowest unoccupied orbital energy (eV) = 0.91
- electronic energy (eV) = -21116.5393
- HOMO-LUMO gap (eV) = 11.74
- max |F| (eV/A) = 0.887

***

Record 2
Computed, not measured: a single C3H3ClF2 molecule, with the ωB97M-V functional and the def2-TZVPD basis.

Last column: natural (NBO) charge in e.
Geometry (Å):
F1 1.132 -1.162 -2.201  -0.38
C1 0.779 0.115 -1.638  0.02
C2 0.853 -0.243 -0.205  -0.33
C3 0.028 0.053 0.789  0.35
F2 0.176 -0.514 2.013  -0.32
Cl1 -1.453 0.890 0.713  0.03
H1 1.523 0.883 -2.039  0.19
H2 -0.221 0.431 -2.073  0.19
H3 1.666 -0.910 0.004  0.25

Results
- SMILES string = FC/C=C(/F)Cl
- relative energy (zero: lowest compared OMol25 entry of this formula, charge and spin) (kcal/mol) = 17.06
- lowest unoccupied orbital energy (eV) = 0.75
- electronic energy (eV) = -21115.8161
- HOMO-LUMO gap (eV) = 10.73
- max |F| (eV/A) = 1.623

***

Record 3
Computed, not measured: 2 unconnected molecules or ions with the total composition C3H3ClF3N, with the ωB97M-V functional and the def2-TZVPD basis.

Last column: natural (NBO) charge in e.
Geometry (Å):
C1 0.434 -0.861 1.921  0.08
C2 -1.337 -2.262 0.827  -0.18
C3 0.788 1.783 -1.388  0.86
N1 -0.563 -1.364 1.376  -0.34
F1 0.422 0.699 -2.146  -0.34
F2 -0.038 2.831 -1.543  -0.33
F3 1.952 2.126 -1.880  -0.32
Cl1 0.891 0.763 2.082  0.03
H1 0.789 1.523 -0.343  0.12
H2 -1.178 -2.414 -0.245  0.20
H3 -2.161 -2.824 1.338  0.21

Results
- relative energy (zero: lowest compared OMol25 entry of this formula, charge and spin) (kcal/mol) = 61.84
- lowest unoccupied orbital energy (spin up / spin down) (eV) = -0.11 / -0.11
- electronic energy (eV) = -25321.7319
- HOMO-LUMO gap (spin up / spin down) (eV) = 8.33 / 8.34
- max |F| (eV/A) = 1.634

***

Record 4
Computed, not measured: 2 unconnected molecules or ions with the total composition C3H3ClFO2, with the ωB97M-V functional and the def2-TZVPD basis.

Last column: natural (NBO) charge in e.
Geometry (Å):
C1 -0.195 -0.546 1.498  0.68
C2 1.206 -0.569 1.448  -0.46
C3 -0.231 0.529 -1.619  0.00
O1 -1.222 -0.639 0.876  -0.69
O2 0.276 0.081 2.587  -0.60
F1 0.868 1.180 -1.930  -0.34
Cl1 -1.559 1.635 -1.576  -0.09
H1 1.600 -1.436 1.818  0.12
H2 -0.556 -0.158 -2.470  0.13
H3 -0.187 -0.078 -0.632  0.26

Results
- charge = -1
- relative energy (zero: lowest compared OMol25 entry of this formula, charge and spin) (kcal/mol) = 82.58
- lowest unoccupied orbital energy (eV) = 3.62
- electronic energy (eV) = -22492.3239
- HOMO-LUMO gap (eV) = 6.50
- max |F| (eV/A) = 4.064

***

Q: The highest max |F| belongs to which entry?
A: C3H3ClFO2